No. 1
{
  "formula": "C41H31BrIrN6O8S3",
  "method": "ωB97M-V with the def2-TZVPD basis set",
  "symbols": ["Ir", "Br", "S", "S", "S", "O", "O", "O", "O", "O", "O", "O", "O", "N", "N", "N", "N", "N", "N", "C", "C", "C", "C", "C", "C", "C", "C", "C", "C", "C", "C", "C", "C", "C", "C", "C", "C", "C", "C", "C", "C", "C", "C", "C", "C", "C", "C", "C", "C", "C", "C", "C", "C", "C", "C", "C", "C", "C", "C", "C", "H", "H", "H", "H", "H", "H", "H", "H", "H", "H", "H", "H", "H", "H", "H", "H", "H", "H", "H", "H", "H", "H", "H", "H", "H", "H", "H", "H", "H", "H", "H"],
  "xyz": [[-0.951621, -1.227829, 1.028378], [2.008644, 9.785699, 1.449017], [2.979128, -2.275753, -1.010608], [-4.314623, -4.082161, 1.490384], [1.819385, 0.618123, 0.724946], [-1.121733, -1.505335, -1.003361], [2.638274, -1.633995, -2.272957], [1.962112, 1.954881, 1.268116], [3.797892, -3.466628, -1.162147], [1.164499, -0.276957, 1.737985], [1.836368, -2.471356, -0.130117], [1.113807, 0.565814, -0.544347], [-1.151421, -0.596128, 2.983662], [-2.187311, 5.606324, 2.516840], [-0.132130, -3.376641, -3.671510], [-0.475317, -3.064328, 1.858895], [-0.695957, -2.256659, -3.093835], [-1.545675, 0.703259, 0.676138], [-1.989125, 4.681609, 3.412599], [-1.515817, -3.904348, 2.075835], [3.991324, -1.101066, -0.120045], [4.463395, 0.964569, 1.010036], [0.376296, -5.712458, -3.062033], [6.269260, -0.498480, 0.438798], [-2.714040, -2.116538, 0.997349], [-0.563221, -3.854010, -1.539829], [0.719641, 0.764418, -4.687305], [-1.642282, 1.400202, 1.822280], [0.071592, 6.454227, 2.931518], [-0.056941, -5.467940, 3.134972], [-1.911309, 3.418078, 3.177766], [-1.503477, 7.622655, 1.496020], [0.705889, 8.474249, 1.815224], [-0.575603, -0.965720, -3.678252], [-0.113734, -4.349802, -2.730394], [-4.927033, -2.716484, 0.655824], [-1.206131, 6.543970, 2.348477], [-1.326155, -5.127140, 2.703630], [-0.552684, 8.582473, 1.230968], [1.020856, 7.417046, 2.661762], [5.821781, 0.687530, 0.990544], [5.353588, -1.377596, -0.115991], [3.530530, 0.082461, 0.468845], [0.990868, -4.580072, 2.945582], [-3.980329, -1.758106, 0.450289], [-1.902535, 2.694944, -0.538141], [-1.718058, -0.181498, -3.759463], [-1.582202, 1.270772, 4.333253], [-1.801147, 2.588352, 4.374710], [0.649183, -0.506769, -4.136852], [-1.872317, 2.768867, 1.855980], [0.746504, -3.383890, 2.297622], [-2.020759, 3.422479, 0.626583], [-1.634960, 1.333431, -0.486132], [-0.410812, 1.566846, -4.761632], [-2.757735, -3.358723, 1.576818], [-1.442516, 0.607472, 3.054874], [-1.630941, 1.094947, -4.294426], [-0.837913, -2.484954, -1.754936], [-0.216956, -3.583521, -5.104376], [-5.962295, -2.700083, 0.353789], [0.309412, 5.625956, 3.584548], [-0.859540, -4.432883, -5.339973], [7.324284, -0.741586, 0.429659], [-0.775514, 9.414400, 0.578098], [-0.633469, -2.690088, -5.561285], [0.111845, -6.418222, 3.624866], [5.675220, -2.304782, -0.568555], [-1.977535, 3.177353, -1.502311], [-4.177130, -0.835248, -0.078249], [1.529206, -1.121259, -3.999738], [1.673218, 1.139058, -5.034889], [-1.460678, 0.725727, -1.362197], [2.007057, 7.350236, 3.098819], [1.993374, -4.807506, 3.276351], [0.776816, -3.749784, -5.518144], [-2.169929, -5.787785, 2.849540], [-2.659619, -0.581081, -3.403943], [-2.517567, 1.713105, -4.360728], [1.358109, -5.655675, -3.532558], [-1.460014, 0.662524, 5.218268], [-0.340347, 2.561409, -5.182973], [4.099360, 1.878193, 1.454326], [-1.875830, 3.123540, 5.312256], [-0.531828, -4.343657, -0.585634], [-2.491901, 7.679939, 1.059901], [0.472871, -6.292804, -2.148345], [-0.308051, -6.231359, -3.737170], [1.514805, -2.652008, 2.106808], [-2.211584, 4.483239, 0.590044], [6.518957, 1.398319, 1.415587]],
  "forces_ev_per_angstrom": [[-0.1, -0.1, 0.9], [0.0, 0.0, 0.0], [-0.3, -0.3, -0.1], [0.0, 0.0, 0.0], [-0.3, 0.2, -0.5], [0.3, 0.0, 0.1], [0.1, -0.1, 0.0], [-0.2, 0.2, 0.2], [0.0, 0.1, 0.0], [-0.2, -0.3, -0.7], [-0.5, -0.1, 0.1], [0.2, -0.1, 0.1], [-0.1, 0.0, -0.3], [0.0, -0.2, -0.1], [-0.2, -0.1, 0.1], [0.3, -0.1, -0.3], [0.1, 0.0, 0.1], [0.3, -0.1, 0.1], [0.2, 0.2, 0.0], [-0.1, 0.0, 0.0], [0.1, 0.1, -0.3], [0.0, 0.0, 0.0], [0.0, 0.0, 0.0], [0.0, 0.0, 0.0], [-0.3, 0.2, 0.0], [0.2, 0.2, 0.2], [0.0, 0.0, 0.0], [0.0, -0.1, 0.2], [0.0, 0.0, 0.0], [0.0, 0.0, 0.0], [-0.1, -0.1, 0.0], [0.0, 0.0, 0.0], [0.0, 0.0, 0.0], [0.0, 0.2, -0.2], [0.1, 0.0, -0.1], [0.0, 0.0, 0.0], [0.0, 0.1, 0.1], [0.0, 0.0, 0.0], [0.0, 0.0, 0.0], [0.0, 0.0, 0.0], [0.0, 0.0, 0.0], [0.0, 0.0, 0.0], [0.0, 0.0, 0.5], [0.0, -0.1, 0.0], [0.0, 0.0, 0.1], [0.0, 0.0, 0.0], [0.0, 0.0, -0.1], [0.0, -0.2, -0.1], [0.0, 0.1, -0.1], [0.0, 0.0, 0.0], [0.0, 0.1, 0.0], [0.0, 0.1, 0.0], [0.0, -0.1, 0.0], [0.0, -0.1, 0.0], [0.0, 0.0, 0.0], [0.1, 0.0, -0.1], [0.1, 0.3, 0.0], [0.0, 0.0, 0.0], [0.2, 0.0, 0.0], [0.1, 0.0, -0.1], [0.0, 0.0, 0.0], [0.0, 0.0, 0.0], [0.0, 0.0, 0.0], [0.0, 0.0, 0.0], [0.0, 0.0, 0.0], [0.0, 0.0, 0.0], [0.0, 0.0, 0.0], [0.0, 0.0, 0.0], [0.0, 0.0, 0.0], [0.0, 0.0, 0.0], [0.0, 0.0, 0.0], [0.0, 0.0, 0.0], [0.0, 0.0, 0.0], [0.0, 0.0, 0.0], [0.0, 0.0, 0.0], [0.0, 0.0, 0.0], [0.0, 0.0, 0.0], [0.0, 0.0, 0.0], [0.0, 0.0, 0.0], [0.0, 0.0, 0.0], [0.0, 0.0, 0.0], [0.0, 0.0, 0.0], [0.0, 0.0, 0.0], [0.0, 0.0, 0.0], [0.0, 0.0, 0.1], [0.0, 0.0, 0.0], [0.0, 0.0, 0.0], [0.0, 0.0, 0.0], [0.1, 0.0, -0.1], [0.0, 0.0, 0.0], [0.0, 0.0, 0.0]],
  "mulliken_charge": [3.314, -0.166, 1.512, -0.293, 1.772, -0.332, -0.737, -0.779, -0.826, -0.858, -0.408, -0.550, -0.646, -0.755, 0.021, 0.009, 0.694, 0.213, -0.270, 1.234, -0.219, -0.610, -1.841, -0.603, -0.616, -0.552, -0.901, -0.348, -0.352, -0.453, 0.125, -0.188, 0.172, -0.200, 0.064, -0.662, 0.523, -0.926, -0.483, -0.665, -0.622, -0.736, -0.338, -1.095, -0.984, -0.770, -0.301, -1.159, -0.381, 0.426, 1.549, -0.067, -0.917, -0.602, -0.623, 0.231, 0.859, -0.659, 0.233, -1.051, 0.471, 0.386, 0.358, 0.388, 0.404, 0.400, 0.429, 0.538, 0.642, 0.413, 0.462, 0.408, 0.217, 0.411, 0.493, 0.321, 0.483, 0.494, 0.482, 0.346, 0.568, 0.420, 0.552, 0.473, 0.298, 0.458, 0.396, 0.389, 0.498, 0.617, 0.379],
  "s2": 0.786,
  "spin_multiplicity": 2
}

---

No. 2
{
  "formula": "C23H23Cl9N4",
  "method": "ωB97M-V with the def2-TZVPD basis set",
  "symbols": ["Cl", "Cl", "Cl", "Cl", "Cl", "Cl", "Cl", "Cl", "Cl", "N", "N", "N", "N", "C", "C", "C", "C", "C", "C", "C", "C", "C", "C", "C", "C", "C", "C", "C", "C", "C", "C", "C", "C", "C", "C", "C", "H", "H", "H", "H", "H", "H", "H", "H", "H", "H", "H", "H", "H", "H", "H", "H", "H", "H", "H", "H", "H", "H", "H"],
  "xyz": [[-3.639590, -4.420561, 2.565512], [1.187691, 2.766309, -3.453619], [-3.551773, -2.413362, 4.654243], [-5.856245, -2.531241, 2.911836], [-0.031793, -3.132795, -4.245477], [-1.455266, -5.265620, -2.849976], [0.999938, -5.854610, -4.286391], [3.361867, 1.420532, -2.085992], [2.198517, 3.837716, -0.947595], [5.678222, -3.204774, -3.786775], [-0.954392, 1.610365, 3.161236], [0.535275, -0.234032, -0.511314], [-1.042401, 3.120355, -0.946430], [4.619992, -3.459869, -3.021251], [0.197795, -0.119410, 0.771399], [-4.611742, -3.478331, 3.743371], [-0.449336, -4.839170, -4.228398], [-1.143055, 4.392094, -1.325934], [-1.143101, 2.486702, 5.807148], [-2.095623, 3.719578, 1.124008], [-0.424499, 2.789851, 3.519439], [0.214280, -1.407008, -1.082332], [-0.475378, 3.211398, 4.836587], [5.580311, -2.190500, -4.660438], [-1.730277, 5.387191, -0.557173], [3.491700, -2.659690, -3.040503], [-0.807323, -2.286426, 0.868005], [1.867434, 2.356596, -1.898681], [-0.481852, -2.437760, -0.474606], [-1.709127, 1.281201, 5.426197], [-1.548471, 2.793672, 0.245145], [4.492521, -1.345768, -4.698635], [-2.231343, 5.027861, 0.688774], [3.392864, -1.565076, -3.876167], [-0.414379, -1.121224, 1.522481], [-1.581699, 0.895371, 4.089969], [6.422063, -2.031537, -5.320629], [-0.745934, 4.656039, -2.300093], [-0.710093, -0.924907, 2.541895], [-0.031663, 4.159716, 5.121167], [2.661297, -2.832037, -2.362402], [-0.749267, -3.342334, -1.005695], [0.626652, 0.704211, 1.335268], [0.082596, 3.297830, 2.711839], [0.427181, -1.451947, -2.142314], [-1.029672, -5.017125, -5.124235], [2.559380, -0.885505, -3.783012], [1.148878, 1.773922, -1.331308], [-1.252366, 2.880187, 6.807583], [-1.956450, -0.067422, 3.765565], [-5.107037, -4.215066, 4.358753], [-2.254758, 0.621238, 6.086857], [-2.656818, 5.839120, 1.268379], [-1.307955, -3.029985, 1.473947], [-1.863169, 6.394376, -0.924895], [-1.369113, 1.776582, 0.567575], [4.470800, -0.525222, -5.408768], [-2.498780, 3.413435, 2.079680], [4.694487, -4.323131, -2.372823]],
  "forces_ev_per_angstrom": [[-0.3, 0.2, 0.2], [-0.1, 0.0, -0.3], [-0.1, -0.2, 0.2], [0.1, -0.2, 0.1], [0.0, 0.1, 0.1], [-0.1, 0.0, 0.1], [-0.1, 0.1, 0.0], [-0.2, 0.1, 0.0], [0.1, -0.2, -0.2], [0.0, -0.2, -0.6], [-0.1, 0.2, 0.2], [-0.2, -0.8, 0.3], [-0.2, 0.1, 0.1], [0.3, 0.4, -0.3], [1.2, -0.4, 0.9], [0.2, -0.1, -0.9], [0.1, -0.2, -0.3], [-0.2, 0.3, -0.2], [-0.3, -0.4, -0.3], [-0.8, 0.2, -0.3], [-0.1, -1.4, 0.4], [-0.5, 0.7, -0.7], [0.3, 1.2, 0.0], [0.0, -0.4, 0.8], [-0.3, -0.6, 0.2], [-1.1, 0.1, 0.6], [0.3, 0.5, 0.6], [0.3, 0.3, 0.5], [0.1, -0.1, 0.5], [-0.1, -0.2, -0.5], [0.8, 0.2, 0.2], [-0.7, 0.7, -0.7], [0.4, 0.6, -0.3], [1.1, -0.4, 0.3], [-0.7, 0.0, -0.9], [0.4, 0.2, 0.3], [0.1, 0.0, 0.0], [0.1, -0.2, 0.0], [0.4, -0.2, 0.0], [0.1, 0.0, -0.1], [0.1, -0.3, 0.0], [0.1, 0.2, -0.1], [-0.4, 0.4, -0.4], [0.1, 0.4, 0.2], [0.2, -0.2, 0.0], [0.0, -0.1, 0.0], [-0.1, 0.0, -0.3], [0.0, -0.1, -0.2], [0.1, -0.1, 0.1], [-0.3, 0.0, 0.0], [0.1, 0.2, 0.3], [0.0, 0.2, 0.2], [-0.2, -0.4, 0.3], [-0.1, -0.2, -0.4], [0.2, 0.0, -0.1], [-0.3, -0.1, 0.0], [0.1, 0.0, 0.1], [0.1, 0.0, -0.1], [0.0, 0.0, 0.1]],
  "mulliken_charge": [-0.126, -0.151, -0.078, -0.125, -0.045, -0.136, -0.119, -0.138, -0.161, -0.562, 0.028, -0.094, -0.264, -0.485, -0.413, -0.026, -0.014, -0.210, -0.372, -0.647, -0.271, -0.279, -0.778, -0.194, -0.480, 0.003, -0.418, 0.984, -0.001, -0.680, -0.194, -0.544, -0.466, -0.234, -0.340, -0.006, 0.351, 0.304, 0.376, 0.377, 0.374, 0.082, 0.484, 0.604, 0.187, 0.337, 0.580, -0.468, 0.402, 0.345, 0.352, 0.359, 0.394, 0.303, 0.401, 0.632, 0.348, 0.540, 0.374]
}

---

No. 3
{
  "formula": "CHClN4O",
  "method": "ωB97M-V with the def2-TZVPD basis set",
  "symbols": ["Cl", "O", "N", "N", "N", "N", "C", "H"],
  "xyz": [[-0.004182, 2.316725, 0.506267], [1.110357, -0.241861, 1.278779], [0.236984, -0.257601, 0.222105], [-1.088296, 0.544311, -1.291252], [-0.167690, -1.262433, -0.549055], [-0.943819, -0.762397, -1.423736], [-0.364953, 0.852097, -0.252262], [1.221600, -1.188840, 1.509153]],
  "forces_ev_per_angstrom": [[-0.4, 0.4, -0.3], [-0.3, -1.2, -0.5], [-1.0, 1.3, -0.8], [-0.1, 1.1, 0.3], [1.2, -1.4, 1.0], [-0.5, -0.9, -0.8], [1.1, 0.2, 1.0], [-0.1, 0.4, -0.1]],
  "mulliken_charge": [-0.119, -0.413, 0.609, -0.303, -0.292, -0.256, 0.371, 0.403]
}

---

No. 4
{
  "formula": "C3HFO2Rh",
  "method": "ωB97M-V with the def2-TZVPD basis set",
  "symbols": ["Rh", "F", "O", "O", "C", "C", "C", "H"],
  "xyz": [[-3.014673, -0.087380, -0.975746], [1.566807, -1.431132, 0.869138], [-0.202596, 0.892535, -0.894070], [-0.547556, -0.688756, 0.605783], [1.038361, 0.563861, -0.374595], [-1.141798, 0.018442, -0.420137], [0.787007, -0.398886, 0.569536], [1.514448, 1.131316, 0.620090]],
  "forces_ev_per_angstrom": [[-1.0, 0.0, -0.2], [-1.6, 3.4, 0.7], [2.3, 1.5, -0.7], [2.2, -0.3, 1.7], [-0.8, 2.5, 2.5], [0.6, -0.2, 0.4], [-1.9, -8.3, -1.8], [0.2, 1.3, -2.5]],
  "mulliken_charge": [0.465, -0.047, -0.217, -0.191, 0.128, 0.895, 0.636, 0.331],
  "s2": 8.759,
  "spin_multiplicity": 6,
  "total_charge": 2
}

---

No. 5
{
  "formula": "C12H24NO2Rb",
  "method": "ωB97M-V with the def2-TZVPD basis set",
  "symbols": ["Rb", "O", "O", "N", "C", "C", "C", "C", "C", "C", "C", "C", "C", "C", "C", "C", "H", "H", "H", "H", "H", "H", "H", "H", "H", "H", "H", "H", "H", "H", "H", "H", "H", "H", "H", "H", "H", "H", "H", "H"],
  "xyz": [[3.828290, 1.556832, 1.057762], [2.399842, 2.281731, -1.390461], [0.761361, 0.862362, 1.375356], [0.056652, -0.343572, 1.456234], [-1.717276, -2.566777, 1.109669], [-2.197238, 0.513808, 0.668594], [2.513566, 1.973354, -3.736963], [-0.070248, -0.953877, -1.064239], [1.873973, -1.487455, 0.333950], [-1.413604, 0.753549, 3.009243], [0.369462, -1.271348, 0.394487], [-1.991894, -1.489410, 2.145982], [0.480124, 3.046917, -2.538535], [-0.209526, -2.616249, 0.842066], [1.856447, 2.434097, -2.464940], [-1.347698, -0.133468, 1.781019], [1.774222, 1.780291, -4.513799], [0.103801, 0.101583, -1.274633], [3.135736, 1.105053, -3.537839], [-1.943378, 1.552215, 0.465218], [-1.598317, -1.823250, 3.116137], [3.154516, 2.764990, -4.135751], [-2.070384, -3.569282, 1.348339], [0.215435, -2.820845, 1.833683], [0.067128, -3.455509, 0.197679], [-3.052106, -1.325783, 2.363351], [-2.159717, -0.052530, -0.260313], [2.419915, -0.661771, -0.124707], [0.634358, -1.470490, -1.735292], [2.176077, -2.408396, -0.167530], [-0.150816, 2.295150, -3.018627], [-2.207685, -2.230915, 0.186964], [0.534505, 3.931837, -3.176881], [-2.451442, 0.913641, 3.325262], [-0.862560, 0.326178, 3.852413], [2.220941, -1.543798, 1.375045], [-0.972137, 1.740092, 2.874510], [0.125677, 3.283358, -1.541792], [-3.267657, 0.423209, 0.896804], [-1.018342, -1.415519, -1.327464]],
  "forces_ev_per_angstrom": [[-1.2, -0.2, -0.1], [0.5, 0.1, 0.0], [0.6, 0.4, -0.7], [0.5, 0.1, 0.7], [0.2, 0.8, -1.0], [-0.6, -0.4, -0.4], [-0.1, 0.2, -0.3], [1.1, -0.7, -0.2], [0.8, 0.3, 1.1], [-0.1, 0.5, 0.8], [-0.1, -0.8, -0.7], [0.2, -0.3, 0.8], [0.6, -0.3, -0.3], [-0.5, -0.3, 0.9], [-0.2, 0.0, 0.6], [-0.3, -0.1, -0.2], [0.0, -0.2, 0.0], [-0.7, 0.1, 0.1], [-0.1, -0.1, 0.0], [0.1, 0.0, 0.1], [0.3, 0.1, -0.1], [0.0, 0.1, 0.2], [-0.2, 0.1, 0.2], [0.3, -0.1, -0.2], [-0.1, 0.2, -0.3], [-0.1, -0.1, -0.4], [0.4, 0.2, -0.1], [-0.2, 0.1, -0.3], [0.0, 0.0, 0.1], [-0.3, 0.0, -0.1], [-0.2, 0.2, 0.0], [-0.2, -0.4, 0.0], [-0.2, 0.0, 0.0], [0.0, -0.2, -0.1], [-0.1, -0.3, -0.1], [0.1, -0.1, -0.1], [0.0, -0.1, -0.4], [-0.1, 0.0, 0.0], [0.1, 0.4, 0.4], [-0.4, 0.7, 0.0]],
  "mulliken_charge": [0.962, -0.483, -0.855, 0.335, -0.583, -1.601, -1.164, -1.999, -1.631, -1.932, 2.116, -1.279, -1.138, -1.491, 0.784, 1.603, 0.342, 0.162, 0.317, 0.270, 0.333, 0.335, 0.421, 0.387, 0.426, 0.440, 0.384, -0.205, 0.529, 0.414, 0.321, 0.245, 0.422, 0.399, 0.418, 0.541, 0.332, 0.262, 0.394, 0.467]
}

---

Calculated calculated total energy (eV), listed in the same order as above: -173726.7773 -142885.1018 -21579.9595 -12915.7130 -19071.2449